(1)
The following is a DFT calculation (ωB97M-V/def2-TZVPD) of an isolated molecule of C6H7NS at a distorted geometry.

Output
LUMO (spin up / spin down) (eV): -0.188 / -0.187
HOMO level (spin up / spin down) (eV): -7.42 / -7.42
Charge: 0
Multiplicity: 1
Kohn-Sham gap (spin up / spin down) (eV): 7.23 / 7.23

```
15
C6H7NS ωB97M-V/def2-TZVPD
C 0.16 1.91 -0.40
C -0.57 -1.12 0.05
C 1.73 0.26 -0.34
C -1.36 -0.06 -0.26
C 3.10 0.71 -0.58
C -2.80 -0.09 -0.38
N -0.85 1.22 -0.38
S 1.17 -1.05 0.45
H -0.84 -2.12 0.38
H 3.81 -0.13 -0.79
H 3.41 1.34 0.29
H 2.94 1.43 -1.53
H -3.20 -1.12 -0.42
H -3.19 0.38 -1.21
H -3.26 0.57 0.48
```

***

(2)
The following is a DFT calculation (ωB97M-V/def2-TZVPD) of a cluster of 2 separate species, C6H7O in total at a distorted geometry.

Output
LUMO (eV): 3.456
HOMO level (eV): -2.26
Charge: -1
Multiplicity: 1
Kohn-Sham gap (eV): 5.71

```
14
C6H7O ωB97M-V/def2-TZVPD
O 13.14 -20.37 44.43
H 12.25 -20.68 44.51
C 9.40 -23.45 43.82
C 10.30 -22.26 43.99
C 9.86 -21.19 44.87
C 8.58 -21.23 45.51
C 7.66 -22.23 45.30
C 8.06 -23.41 44.40
H 9.65 -24.29 43.15
H 11.31 -22.26 43.58
H 10.51 -20.29 44.99
H 8.10 -20.69 46.24
H 6.58 -22.16 45.78
H 7.47 -24.18 44.36
```

***

(3)
The following is a DFT calculation (ωB97M-V/def2-TZVPD) of the ion C6H7O2S with charge -1 at a distorted geometry.

Output
LUMO (eV): 3.756
HOMO level (eV): -3.61
Charge: -1
Multiplicity: 1
Kohn-Sham gap (eV): 7.36
SMILES string: [O-]C(=S)C1=C(O)CCC1

```
16
C6H7O2S ωB97M-V/def2-TZVPD
O 1.56 -2.46 -1.08
C 1.63 -2.02 0.05
S 2.33 -2.39 1.49
C 0.56 -0.48 0.14
C -0.19 -0.22 -0.93
O -0.34 -0.76 -2.18
C -1.20 0.88 -0.66
C -0.67 1.55 0.63
C 0.16 0.37 1.21
H 0.43 -1.27 -2.14
H -1.09 1.50 -1.45
H -2.17 0.39 -0.43
H -1.51 1.82 1.26
H -0.07 2.35 0.34
H -0.40 -0.31 1.96
H 0.97 1.05 1.77
```

***

(4)
The following is a DFT calculation (ωB97M-V/def2-TZVPD) of the ion C6H7O3 with charge -1 at a distorted geometry.

Output
LUMO (spin up / spin down) (eV): 4.071 / 4.072
HOMO level (spin up / spin down) (eV): -2.63 / -2.63
Charge: -1
Multiplicity: 1
Kohn-Sham gap (spin up / spin down) (eV): 6.71 / 6.70

```
16
C6H7O3 ωB97M-V/def2-TZVPD
C -1.81 0.68 0.39
C -0.83 1.56 0.12
C -1.88 -0.69 0.11
C -0.44 -1.41 -0.13
C 1.05 0.32 -0.78
C 2.06 0.25 0.26
O -0.50 2.71 -0.06
O -2.84 -1.36 0.11
O 0.44 -1.03 -1.14
H -2.82 1.21 0.55
H -0.02 -1.26 0.81
H -0.63 -2.51 -0.22
H 1.33 0.84 -1.69
H 3.11 0.09 -0.12
H 1.90 -0.59 0.98
H 1.88 1.18 0.81
```

***

(5)
The following is a DFT calculation (ωB97M-V/def2-TZVPD) of a cluster of 2 separate species, C6H7O3 in total at a distorted geometry.

Output
LUMO (spin up / spin down) (eV): 3.780 / 3.218
HOMO level (spin up / spin down) (eV): 0.75 / -4.71
Charge: -1
Multiplicity: 3
Kohn-Sham gap (spin up / spin down) (eV): 3.03 / 7.93

```
16
C6H7O3 ωB97M-V/def2-TZVPD
C -1.62 -0.73 0.57
C -2.90 2.44 0.55
C -2.52 -1.72 0.30
C -0.50 -0.20 0.24
C -0.04 1.30 0.47
C 0.72 -0.99 -0.28
O -2.88 -2.76 0.92
O -3.12 -1.47 -1.07
O -3.40 2.54 -0.47
H 0.59 1.42 1.38
H -0.98 1.88 0.47
H 0.73 1.69 -0.33
H 1.59 -1.11 0.45
H 1.18 -0.55 -1.12
H 0.15 -2.02 -0.43
H -3.90 -2.03 -1.24
```

***

(6)
The following is a DFT calculation (ωB97M-V/def2-TZVPD) of a structure of composition C6H7OPS at a distorted geometry.

Output
LUMO (eV): -0.703
HOMO level (eV): -9.35
Charge: 0
Multiplicity: 1
Kohn-Sham gap (eV): 8.65

```
16
C6H7OPS ωB97M-V/def2-TZVPD
C 2.23 -1.09 -2.47
C 1.96 -0.37 -1.57
C 1.47 0.29 0.77
C 0.27 0.41 1.33
C 1.89 0.65 -0.58
C -2.11 0.23 0.09
O -1.39 2.65 1.39
P -0.93 1.50 0.55
S 0.16 2.04 -1.17
H 2.62 -1.70 -3.22
H 2.27 -0.28 1.07
H -0.10 0.01 2.27
H 2.63 1.32 -0.65
H -2.99 0.53 -0.23
H -1.81 -0.47 -0.64
H -2.44 -0.49 0.97
```

***

(7)
The following is a DFT calculation (ωB97M-V/def2-TZVPD) of a cluster of 4 separate species, C6H8 in total at a distorted geometry.

Output
LUMO (eV): -0.806
HOMO level (eV): -8.51
Charge: 0
Multiplicity: 1
Kohn-Sham gap (eV): 7.70

```
14
C6H8 ωB97M-V/def2-TZVPD
C 3.26 0.04 0.16
C 1.78 0.41 -0.15
C 0.70 -0.47 -0.18
C -0.73 -0.17 -0.13
C -1.93 -0.07 -0.04
C -3.40 0.19 0.14
H 4.04 0.52 -0.53
H 3.52 0.39 1.25
H 3.24 -1.08 0.32
H 1.61 1.47 -0.32
H 0.86 -1.53 -0.03
H -4.05 -0.71 -1.21
H -3.80 -0.52 1.69
H -3.52 1.90 0.05
```

***

(8)
The following is a DFT calculation (ωB97M-V/def2-TZVPD) of a cluster of 2 separate species, C6H8 in total.

Output
LUMO (eV): 1.137
HOMO level (eV): -9.12
Charge: 0
Multiplicity: 1
Kohn-Sham gap (eV): 10.25
SMILES string: C=CC=C.C#C

```
14
C6H8 ωB97M-V/def2-TZVPD
C 0.59 1.87 -0.10
C 0.16 0.93 -0.93
C 0.79 -0.40 -1.05
C 1.25 -1.11 -0.03
H 1.45 1.70 0.55
H 0.12 2.85 -0.04
H -0.68 1.14 -1.60
H 0.86 -0.81 -2.06
H 1.13 -0.76 1.00
H 1.73 -2.08 -0.17
C -1.67 -1.41 1.08
C -2.03 -0.26 1.15
H -1.35 -2.42 1.00
H -2.34 0.76 1.21
```

***

Energy relative to the best compared isomer or geometry (same formula, charge and spin), respectively: 127.09; 3.94; 39.82; 58.34; 22.27; 18.34; 227.87; 65.15 kcal/mol.
Total energy, respectively: -18655.2378; -8380.3438; -21265.1821; -12475.5500; -12472.6926; -28503.7960; -6340.9024; -6347.9588 eV.